DFT (wB97M-V/def2-TZVPD) results for 11 unconnected molecules or ions with the total composition C45H78N2O13.

Output
LUMO energy (eV): 0.0176
Structure (SMILES): COCc1cnc2c(CCCC(=O)O)ccc(C)c2n1.CC(C)=O.CC(C)=O.CC(C)=O.CC(C)=O.CC(C)=O.CC(C)=O.CC(C)=O.CC(C)=O.CC(C)=O.CC(C)=O
Calculated total energy (hartree): -2849.06847
Net charge: 0
Kohn-Sham gap (eV): 8.390
F_max (eV/Å): 1.7

Geometry (Å):
1 C 2.577 -5.083 4.225
2 O 3.141 -3.851 4.679
3 C 3.484 -2.986 3.614
4 C 2.287 -2.091 3.253
5 C 1.894 -1.063 4.171
6 N 0.910 -0.214 3.983
7 C 0.262 -0.450 2.800
8 C -0.868 0.372 2.468
9 C -1.319 1.460 3.447
10 C -2.705 1.190 4.112
11 C -3.035 -0.320 4.362
12 C -4.242 -0.766 3.527
13 O -5.334 -0.895 4.027
14 O -4.102 -1.005 2.168
15 C -1.568 0.219 1.304
16 C -1.187 -0.812 0.384
17 C -0.125 -1.624 0.684
18 C 0.190 -2.726 -0.336
19 C 0.630 -1.465 1.887
20 N 1.672 -2.324 2.115
21 H 3.203 -5.945 4.503
22 H 2.451 -5.126 3.130
23 H 1.596 -5.242 4.701
24 H 4.309 -2.320 3.928
25 H 3.811 -3.518 2.705
26 H 2.473 -0.963 5.098
27 H -0.539 1.715 4.178
28 H -1.439 2.380 2.841
29 H -3.496 1.627 3.482
30 H -2.712 1.698 5.087
31 H -2.177 -1.002 4.273
32 H -3.384 -0.404 5.404
33 H -4.057 -1.953 1.984
34 H -2.418 0.884 1.136
35 H -1.762 -0.942 -0.535
36 H 0.195 -3.671 0.238
37 H -0.581 -2.781 -1.115
38 H 1.191 -2.560 -0.762
39 C -2.376 2.526 -2.896
40 C -1.435 1.365 -2.697
41 O -0.645 1.343 -1.775
42 C -1.516 0.233 -3.688
43 H -2.209 3.264 -2.111
44 H -2.192 2.992 -3.863
45 H -3.411 2.180 -2.840
46 H -1.296 0.602 -4.690
47 H -2.515 -0.210 -3.666
48 H -0.788 -0.533 -3.427
49 C -10.157 -1.666 6.104
50 C -9.423 -2.005 4.828
51 O -9.963 -2.625 3.939
52 C -7.994 -1.540 4.709
53 H -11.170 -2.060 6.054
54 H -9.647 -2.116 6.958
55 H -10.206 -0.583 6.229
56 H -7.391 -1.984 5.502
57 H -7.949 -0.452 4.773
58 H -7.592 -1.849 3.750
59 C 4.183 -6.287 7.482
60 C 2.962 -7.171 7.420
61 O 2.255 -7.204 6.439
62 C 2.659 -8.014 8.634
63 H 4.282 -5.737 6.548
64 H 4.083 -5.571 8.300
65 H 5.077 -6.896 7.629
66 H 2.494 -7.372 9.502
67 H 3.487 -8.697 8.830
68 H 1.758 -8.598 8.453
69 C -0.452 -4.322 -5.815
70 C -0.136 -4.050 -4.366
71 O -0.707 -3.181 -3.750
72 C 0.923 -4.907 -3.718
73 H -1.227 -3.635 -6.150
74 H 0.440 -4.170 -6.425
75 H -0.813 -5.345 -5.933
76 H 1.874 -4.780 -4.237
77 H 0.621 -5.956 -3.744
78 H 1.047 -4.603 -2.679
79 C -4.137 3.517 -7.184
80 C -3.192 2.358 -6.986
81 O -2.404 2.338 -6.069
82 C -3.271 1.226 -7.979
83 H -3.972 4.256 -6.402
84 H -3.955 3.985 -8.153
85 H -5.170 3.170 -7.127
86 H -3.051 1.595 -8.982
87 H -4.266 0.780 -7.956
88 H -2.538 0.465 -7.716
89 C -5.032 0.346 -0.734
90 C -5.974 -0.174 -1.790
91 O -5.587 -0.439 -2.906
92 C -7.419 -0.351 -1.395
93 H -4.029 0.424 -1.155
94 H -5.352 1.336 -0.404
95 H -5.003 -0.339 0.113
96 H -7.843 0.608 -1.092
97 H -7.497 -1.067 -0.575
98 H -7.982 -0.730 -2.246
99 C 3.712 1.436 -5.430
100 C 2.660 0.634 -4.715
101 O 2.355 -0.486 -5.067
102 C 2.010 1.301 -3.529
103 H 4.120 0.857 -6.259
104 H 3.283 2.356 -5.821
105 H 4.521 1.669 -4.735
106 H 1.507 2.216 -3.848
107 H 2.768 1.534 -2.778
108 H 1.276 0.632 -3.087
109 C 3.236 5.210 -2.224
110 C 3.980 4.875 -3.491
111 O 3.425 4.304 -4.405
112 C 5.428 5.276 -3.566
113 H 2.205 4.867 -2.310
114 H 3.699 4.709 -1.372
115 H 3.236 6.291 -2.070
116 H 5.990 4.781 -2.772
117 H 5.518 6.355 -3.468
118 H 5.838 4.973 -4.529
119 C 7.811 8.373 -0.365
120 C 6.581 7.530 -0.595
121 O 5.969 7.578 -1.637
122 C 6.145 6.624 0.530
123 H 8.008 8.972 -1.252
124 H 7.653 9.041 0.483
125 H 8.673 7.730 -0.177
126 H 5.914 7.216 1.417
127 H 6.935 5.906 0.757
128 H 5.252 6.079 0.230
129 C 5.490 0.475 -0.010
130 C 4.475 1.587 0.065
131 O 4.759 2.723 -0.249
132 C 3.091 1.227 0.547
133 H 6.437 0.873 -0.370
134 H 5.644 0.044 0.981
135 H 5.146 -0.297 -0.701
136 H 3.141 0.828 1.563
137 H 2.643 0.488 -0.120
138 H 2.465 2.118 0.551

These are the Löwdin partial charges, in e, on atoms 1 to 4: number 1, C, carries -0.1024; number 2, O, carries -0.1828; number 3, C, carries -0.1852; number 4, C, carries -0.2217

***

DFT (wB97M-V/def2-TZVPD) results for 2 unconnected molecules or ions with the total composition HNO2S2.

Output
LUMO energy (alpha / beta) (eV): -1.1382 / -1.1251
Calculated total energy (hartree): -1002.12063
Net charge: 0
Kohn-Sham gap (alpha / beta) (eV): 7.328 / 7.341
F_max (eV/Å): 4.1
Energy above the lowest of the compared OMol25 structures with the same formula, charge and spin (kJ/mol): 21.7

Geometry (Å):
1 N -0.697 1.572 1.469
2 O -0.378 -0.618 -1.051
3 O 0.690 -2.633 -1.743
4 S 0.725 -1.503 -0.955
5 S 0.327 2.586 0.978
6 H -0.668 0.596 1.302

These are the Löwdin partial charges, in e, on atoms 1 to 4: number 1, N, carries -0.5203; number 2, O, carries -0.4347; number 3, O, carries -0.3973; number 4, S, carries 0.8358

***

DFT (wB97M-V/def2-TZVPD) results for a single C4H9NO molecule.

Output
LUMO energy (eV): 1.0825
Structure (SMILES): C[C@H](N)CC=O
Calculated total energy (hartree): -287.78940
Net charge: 0
Kohn-Sham gap (eV): 10.659
F_max (eV/Å): 1.8
Energy above the lowest of the compared OMol25 structures with the same formula, charge and spin (kJ/mol): 113.0

Geometry (Å):
1 C -1.023 0.577 1.351
2 C -0.457 0.209 -0.007
3 C 1.084 0.159 0.088
4 C 1.679 -0.232 -1.261
5 O 1.261 0.175 -2.313
6 N -0.924 -1.109 -0.419
7 H -0.791 -0.191 2.090
8 H -0.565 1.503 1.695
9 H -2.106 0.682 1.332
10 H -0.747 1.003 -0.707
11 H 1.470 1.173 0.217
12 H 1.323 -0.611 0.816
13 H 2.561 -0.902 -1.229
14 H -0.851 -1.219 -1.425
15 H -1.915 -1.216 -0.228

These are the Löwdin partial charges, in e, on atoms 1 to 4: number 1, C, carries -0.0790; number 2, C, carries -0.4833; number 3, C, carries -0.1281; number 4, C, carries -0.2669

***

DFT (wB97M-V/def2-TZVPD) results for 2 unconnected molecules or ions with the total composition C3H10NO.

Output
Spin multiplicity: 2
LUMO energy (alpha / beta) (eV): 0.9910 / 0.6859
Calculated total energy (hartree): -250.11102
Net charge: 0
Kohn-Sham gap (alpha / beta) (eV): 5.125 / 9.164
F_max (eV/Å): 3.8
Energy above the lowest of the compared OMol25 structures with the same formula, charge and spin (kJ/mol): 277.8

Geometry (Å):
1 C -0.998 -1.217 1.426
2 C -0.247 -1.486 0.151
3 C 0.710 -0.664 -0.296
4 N 1.478 0.181 0.822
5 H -0.723 -0.225 1.811
6 H -2.096 -1.286 1.250
7 H -0.792 -1.850 2.224
8 H -0.371 -2.419 -0.333
9 H 1.335 -0.794 -1.144
10 H 1.789 -0.188 1.845
11 H 2.149 0.919 0.504
12 H 0.536 0.561 1.015
13 H -0.909 1.932 -2.779
14 H -1.289 3.263 -1.998
15 O -0.845 2.377 -1.979

These are the Löwdin partial charges, in e, on atoms 1 to 4: number 1, C, carries -0.1372; number 2, C, carries -0.2392; number 3, C, carries -0.1963; number 4, N, carries 0.0149

***

DFT (wB97M-V/def2-TZVPD) results for a gas-phase ion, F5N2 (charge +1).

Output
LUMO energy (eV): -7.2877
Structure (SMILES): FN(F)[N+](F)(F)F
Calculated total energy (hartree): -608.09576
Net charge: +1
Kohn-Sham gap (eV): 11.883
F_max (eV/Å): 3.1
Energy above the lowest of the compared OMol25 structures with the same formula, charge and spin (kJ/mol): 19.3

Geometry (Å):
1 N -1.011 0.375 -0.065
2 N 0.667 0.045 0.094
3 F -1.282 -0.064 -1.318
4 F -1.644 -0.418 0.753
5 F 1.100 -0.950 -0.593
6 F 1.245 1.093 -0.265
7 F 0.925 -0.081 1.394

These are the Löwdin partial charges, in e, on atoms 1 to 4: number 1, N, carries 0.1483; number 2, N, carries -0.2489; number 3, F, carries 0.1279; number 4, F, carries 0.1671

***

- The highest F_max belongs to which entry?
  HNO2S2